A | DFT (ωB97M-V/def2-TZVPD) results for a molecular structure, C30H28N5O9PrS2.

Structure (XYZ):
```
75
C30H28N5O9PrS2, DFT ωB97M-V/def2-TZVPD
Pr -0.65934 0.94114 0.74703
C -4.27985 0.23886 3.50030
C -3.76463 -0.61247 2.39637
N -2.64076 -0.43941 1.73163
C -2.56150 -1.46147 0.82034
C -3.65338 -2.26850 0.92397
N -4.41376 -1.70535 1.93362
C -3.99537 -3.50976 0.19890
O -5.31587 -3.69134 -0.04995
O -3.19034 -4.32167 -0.13944
C -1.43872 -1.40514 -0.17482
O -1.72048 -1.48833 -1.35770
O -0.29052 -1.17109 0.35462
H -3.73826 1.17660 3.50516
H -4.13145 -0.24523 4.46707
H -5.34489 0.43328 3.37318
H -5.24663 -2.10353 2.33334
H -5.82742 -2.88613 0.08005
O -1.36349 1.94769 2.86365
S -2.17855 3.10677 2.42016
O -1.10153 4.31183 2.11377
N -2.66825 2.59525 0.96567
C -2.00963 2.90092 -0.15782
O -1.88561 2.02014 -1.03682
C -1.38515 4.23174 -0.28760
C -1.16422 4.82308 -1.52644
C -0.53164 6.04812 -1.60597
C -0.07315 6.66377 -0.44587
C -0.26708 6.07763 0.79147
C -0.93656 4.86794 0.86819
H -1.50359 4.30203 -2.41178
H -0.36390 6.51749 -2.56579
H 0.44600 7.61118 -0.50648
H 0.11347 6.51725 1.70333
C 4.50185 -2.85126 1.60461
C 3.77065 -1.54176 1.47730
C 2.71709 -1.23399 2.31759
C 2.08061 0.00749 2.27080
C 1.04650 0.30317 3.33834
C 2.51442 0.96212 1.34326
C 3.58807 0.66555 0.48293
C 4.10775 1.69650 -0.47880
C 4.18414 -0.58152 0.55609
C 1.95519 2.39256 1.35001
O 2.64641 3.30288 1.75294
O 0.73730 2.50696 0.90981
H 3.87932 -3.60130 2.09097
H 5.40106 -2.71504 2.20966
H 4.81359 -3.22753 0.63016
H 2.40010 -1.95787 3.06158
H 1.46033 0.06516 4.31794
H 0.14690 -0.31989 3.22177
H 0.77017 1.35396 3.35525
H 3.37273 1.88846 -1.26155
H 5.03325 1.36260 -0.94548
H 4.28338 2.63788 0.04058
H 5.01903 -0.80215 -0.10093
N -0.35129 -0.27005 -3.70462
C 0.47384 -0.37638 -2.65239
S 0.87277 0.99056 -1.73787
N 1.08839 -1.54008 -2.39876
C 0.83671 -2.79888 -2.98553
C 0.73813 -3.90545 -2.14636
C 0.54139 -5.16764 -2.67613
C 0.44639 -5.34326 -4.05011
C 0.55457 -4.24381 -4.88668
C 0.75125 -2.97376 -4.36345
H -0.89130 0.57876 -3.72261
H -0.81418 -1.10894 -4.02583
H 1.50386 -1.56734 -1.47861
H 0.79335 -3.76024 -1.07356
H 0.45249 -6.01669 -2.01152
H 0.29140 -6.33006 -4.46541
H 0.49727 -4.37234 -5.95987
H 0.87117 -2.13065 -5.03087
```

## Properties
<S²>	2.00
2S+1	3
charge	0
frontier orbital gap (alpha / beta)	0.2972 / 0.2974	hartree
E_HOMO (alpha / beta)	-8.142 / -8.151	eV

Which charges does Mulliken predict for the atoms? In e, they are: Pr -0.401; C -0.983; C 0.183; N 0.244; C 0.265; C -0.564; N -0.089; C 0.548; O -0.486; O -0.501; C 1.042; O -0.636; O -0.321; H 0.056; H 0.303; H 0.413; H 0.243; H 0.334; O -0.318; S -0.094; O -0.338; N -0.253; C 0.853; O -0.544; C 0.934; C -0.545; C -0.740; C -0.440; C -0.711; C 0.306; H 0.499; H 0.408; H 0.407; H 0.455; C -1.699; C 0.701; C -0.950; C 1.680; C -2.121; C 1.228; C 0.859; C -1.655; C -0.952; C -0.556; O -0.661; O 0.189; H 0.384; H 0.327; H 0.393; H 0.416; H 0.636; H 0.270; H 0.348; H 0.287; H 0.427; H 0.354; H 0.368; N -0.398; C 0.289; S -0.350; N 0.039; C 0.154; C -0.309; C -0.784; C -0.402; C -0.665; C -0.039; H 0.288; H 0.308; H 0.008; H 0.355; H 0.376; H 0.384; H 0.381; H 0.565

=====

B | DFT (ωB97M-V/def2-TZVPD) results for a molecular structure, C30H28N5O9PrS2.

Structure (XYZ):
```
75
C30H28N5O9PrS2, DFT ωB97M-V/def2-TZVPD
Pr 1.30865 -0.28570 -0.14725
C 4.63997 2.90590 0.57795
C 3.21130 3.15056 0.26027
N 2.25784 2.25055 0.21659
C 1.09070 2.93000 -0.06437
C 1.34869 4.26172 -0.20531
N 2.71469 4.38497 -0.00197
C 0.43664 5.39283 -0.47149
O 0.96005 6.37808 -1.24841
O -0.66897 5.47278 -0.03373
C -0.19117 2.15990 -0.31233
O -0.85763 2.40325 -1.29938
O -0.34065 1.18984 0.53855
H 4.84745 1.84292 0.50873
H 4.86425 3.22478 1.59728
H 5.29492 3.44390 -0.10652
H 3.23658 5.24080 0.07918
H 1.73807 6.05095 -1.71558
O 3.74083 -0.52491 0.75350
S 4.51723 -0.83305 -0.48291
O 4.42234 -2.45824 -0.71840
N 3.56511 -0.20292 -1.64548
C 2.70304 -0.92438 -2.39434
O 1.59583 -0.39553 -2.65897
C 3.01720 -2.32512 -2.70301
C 2.43847 -2.99507 -3.77755
C 2.71330 -4.33110 -3.99456
C 3.54152 -5.01349 -3.11233
C 4.10902 -4.37389 -2.02527
C 3.84933 -3.02537 -1.83382
H 1.76508 -2.44712 -4.42201
H 2.26663 -4.84652 -4.83350
H 3.74129 -6.06532 -3.26685
H 4.72505 -4.90408 -1.31466
C -3.26493 -0.65352 4.24712
C -2.16869 -1.25373 3.41800
C -0.87093 -0.78762 3.49112
C 0.16188 -1.36517 2.74562
C 1.56529 -0.84754 2.95574
C -0.13347 -2.43881 1.90966
C -1.43917 -2.96171 1.84750
C -1.75124 -4.16200 1.00598
C -2.43229 -2.34666 2.58865
C 0.95797 -3.15680 1.12426
O 1.33636 -4.26550 1.42668
O 1.45158 -2.46690 0.11731
H -3.02147 0.36356 4.55293
H -3.43515 -1.23959 5.15278
H -4.20543 -0.62655 3.69650
H -0.63415 0.04184 4.14888
H 1.80765 -0.85406 4.01885
H 1.67121 0.20143 2.64241
H 2.32073 -1.45372 2.45554
H -1.66168 -3.92218 -0.05418
H -2.77058 -4.49765 1.19287
H -1.06599 -4.97973 1.22356
H -3.44315 -2.73628 2.53679
N -2.32601 0.36120 -2.85866
C -2.22398 -0.21605 -1.65608
S -1.19433 -1.53665 -1.39309
N -2.98124 0.22159 -0.63518
C -3.79229 1.38106 -0.60085
C -3.65085 2.25034 0.47644
C -4.45034 3.37669 0.55565
C -5.38887 3.64119 -0.43209
C -5.53387 2.76579 -1.49554
C -4.74478 1.62665 -1.58299
H -1.59773 0.10276 -3.50333
H -2.65875 1.31415 -2.90445
H -2.64334 -0.12311 0.25189
H -2.89662 2.04767 1.22598
H -4.32633 4.06012 1.38495
H -6.00678 4.52695 -0.36938
H -6.27560 2.95682 -2.26017
H -4.88527 0.91983 -2.38967
```

## Properties
<S²>	2.00
2S+1	3
charge	0
frontier orbital gap (alpha / beta)	0.3049 / 0.3051	hartree
E_HOMO (alpha / beta)	-8.324 / -8.326	eV

Which charges does Mulliken predict for the atoms? In e, they are: Pr 0.233; C -1.025; C 0.127; N 0.182; C 0.566; C -0.535; N -0.085; C 0.564; O -0.486; O -0.495; C 0.526; O -0.609; O -0.312; H 0.072; H 0.309; H 0.408; H 0.243; H 0.338; O -0.392; S 0.047; O -0.380; N -0.291; C 0.783; O -0.600; C 0.789; C -0.455; C -0.757; C -0.382; C -0.739; C 0.428; H 0.483; H 0.407; H 0.402; H 0.454; C -1.757; C 0.635; C -0.794; C 1.591; C -2.159; C 1.260; C 0.921; C -1.651; C -0.902; C -0.650; O -0.650; O -0.031; H 0.378; H 0.355; H 0.394; H 0.388; H 0.612; H 0.313; H 0.354; H 0.292; H 0.412; H 0.369; H 0.342; N -0.375; C 0.327; S -0.362; N 0.057; C 0.126; C -0.375; C -0.740; C -0.466; C -0.652; C -0.074; H 0.299; H 0.315; H -0.047; H 0.420; H 0.380; H 0.387; H 0.390; H 0.551

=====

B is the most stable structure; the next one sits 27.1 kcal/mol above it.

=====

A | DFT (ωB97M-V/def2-TZVPD) results for C6H9N in the gas phase.

Structure (XYZ):
```
16
C6H9N, DFT ωB97M-V/def2-TZVPD
C -1.14305 -1.90523 -1.93131
C -1.26260 -0.46742 -1.50151
C -0.36063 0.30764 -0.95572
C 0.35211 1.25882 -0.39913
N 0.39665 1.51384 0.99140
C 1.68477 1.44327 1.65398
C 0.64993 0.40016 1.87885
H -1.12105 -1.98034 -3.02536
H -2.01716 -2.47358 -1.59206
H -0.24477 -2.38546 -1.53458
H 0.91511 1.96553 -1.00685
H -2.23072 0.00490 -1.67569
H 1.86313 2.21137 2.40300
H 2.54896 1.16994 1.04996
H 0.81325 -0.56960 1.40884
H 0.07465 0.37912 2.80068
```

## Properties
2S+1	1
charge	0
frontier orbital gap	0.3469	hartree
E_HOMO	-8.319	eV
SMILES	CC=C=CN1CC1

Which charges does Mulliken predict for the atoms? In e, they are: C -1.000; C -0.125; C 0.086; C -0.426; N -0.295; C -0.425; C -0.341; H 0.278; H 0.306; H 0.318; H 0.332; H 0.324; H 0.247; H 0.255; H 0.219; H 0.247

=====

B | DFT (ωB97M-V/def2-TZVPD) results for a molecular structure, C6H9N.

Structure (XYZ):
```
16
C6H9N, DFT ωB97M-V/def2-TZVPD
C -1.74090 1.00457 -0.55175
C -0.29344 1.09245 0.57045
C 0.57568 -0.11347 1.07131
C 1.59172 -0.15009 -0.14029
C 0.30380 -0.49402 -0.90487
C -0.11252 -1.29758 0.35733
N -0.37105 0.80326 -0.79207
H -2.22096 1.62514 -1.33726
H -2.43123 0.39386 0.00918
H -0.19375 2.08352 0.99179
H 0.94704 -0.17135 2.09990
H 2.10709 0.77260 -0.42458
H 2.29398 -0.98920 -0.09514
H 0.25362 -0.88030 -1.92033
H -1.17287 -1.46163 0.55709
H 0.43963 -2.23911 0.43612
```

## Properties
2S+1	1
charge	0
frontier orbital gap	0.3335	hartree
E_HOMO	-7.980	eV

Which charges does Mulliken predict for the atoms? In e, they are: C -0.572; C -0.284; C -0.400; C -0.578; C -0.281; C -0.639; N -0.142; H 0.262; H 0.248; H 0.306; H 0.476; H 0.308; H 0.286; H 0.437; H 0.280; H 0.292

=====

A is the most stable structure; the next one sits 34.1 kcal/mol above it.

=====

A | DFT (ωB97M-V/def2-TZVPD) results for C6H9N in the gas phase.

Structure (XYZ):
```
16
C6H9N, DFT ωB97M-V/def2-TZVPD
C -2.68714 -1.59126 -1.34084
C -1.71406 -0.61527 -0.84725
C -0.93426 0.20558 -0.44047
C -0.01886 1.26225 0.00558
N 0.95419 0.76322 0.93679
C 2.28592 1.24942 0.98101
C 1.93364 -0.24309 0.69774
H -2.73804 -1.57539 -2.43455
H -3.68679 -1.37038 -0.95261
H -2.41858 -2.60473 -1.02815
H 0.43246 1.75225 -0.87458
H -0.58066 2.02294 0.55876
H 2.75784 1.52129 1.92113
H 2.53720 1.97863 0.17521
H 2.33063 -0.58664 -0.25488
H 1.75883 -1.09026 1.38629
```

## Properties
2S+1	1
charge	0
frontier orbital gap	0.3657	hartree
E_HOMO	-8.887	eV
SMILES	CC#CCN1CC1

Which charges does Mulliken predict for the atoms? In e, they are: C -1.305; C 1.062; C -0.310; C -0.793; N -0.170; C -0.458; C -0.385; H 0.296; H 0.284; H 0.300; H 0.278; H 0.300; H 0.221; H 0.238; H 0.207; H 0.236

=====

B | DFT (ωB97M-V/def2-TZVPD) results for C6H9N in the gas phase.

Structure (XYZ):
```
16
C6H9N, DFT ωB97M-V/def2-TZVPD
C 1.74354 -1.02746 0.78058
C 0.61119 -0.31587 0.24194
C 0.71020 0.87049 -0.43335
C -0.64438 1.47684 -0.52936
C -1.63249 0.41309 -0.04774
N -1.64335 -0.80167 -0.83081
C -0.80698 -0.74733 0.37340
H 1.59699 -1.22424 1.84610
H 2.66189 -0.45750 0.65003
H 1.83196 -1.98219 0.27757
H 1.59333 1.39980 -0.74878
H -0.61828 1.53942 -1.65755
H -0.65118 2.34276 0.19990
H -2.58585 0.67969 0.41436
H -1.06732 -0.69170 -1.66928
H -1.09927 -1.47411 1.13299
```

## Properties
2S+1	1
charge	0
frontier orbital gap	0.3516	hartree
E_HOMO	-8.507	eV
SMILES	CC1=CC[C@H]2N[C@@H]12

Which charges does Mulliken predict for the atoms? In e, they are: C -1.286; C 0.651; C -0.874; C -0.511; C -0.268; N -0.599; C -0.145; H 0.315; H 0.312; H 0.302; H 0.396; H 0.292; H 0.296; H 0.392; H 0.307; H 0.420

=====

C | DFT (ωB97M-V/def2-TZVPD) results for a molecular structure, C6H9N.

Structure (XYZ):
```
16
C6H9N, DFT ωB97M-V/def2-TZVPD
C 1.81611 -0.13428 -0.10540
N 0.51575 0.45012 -0.13309
C -0.31290 0.33510 1.06861
C -0.78945 1.63104 0.54943
C -0.37817 -0.06032 -1.15706
C -1.35816 -0.95324 -0.51827
C -1.31458 -0.73031 0.78933
H 1.76569 -1.22748 -0.06726
H 2.31190 0.15704 -1.02931
H 2.37549 0.21123 0.75703
H 0.24831 0.25690 1.99444
H -0.03816 2.37072 0.84998
H -0.96077 0.87355 -1.42717
H 0.11059 -0.43941 -2.04534
H -2.04842 -1.57195 -1.07579
H -1.94322 -1.16873 1.54986
```

## Properties
2S+1	1
charge	0
frontier orbital gap	0.3277	hartree
E_HOMO	-7.941	eV

Which charges does Mulliken predict for the atoms? In e, they are: C -0.914; N -0.009; C -0.112; C -0.520; C -0.825; C -0.338; C -0.602; H 0.352; H 0.309; H 0.368; H 0.458; H 0.145; H 0.356; H 0.487; H 0.427; H 0.418

=====

D | DFT (ωB97M-V/def2-TZVPD) results for a molecular structure, C6H9N.

Structure (XYZ):
```
16
C6H9N, DFT ωB97M-V/def2-TZVPD
C -0.46158 0.00904 1.79999
C -0.82087 0.69133 0.49531
C 0.13401 1.00396 -0.60542
C 1.33518 0.09679 -0.64735
C -0.98536 -0.02080 -0.82962
C -0.06307 -1.13859 -0.94879
N 0.15589 -2.31280 -1.32379
H 0.38320 -0.67642 1.68734
H -0.18859 0.75688 2.55384
H -1.31253 -0.56444 2.18491
H -1.59609 1.44733 0.59944
H 0.11317 1.97283 -1.08730
H 1.96141 0.25876 -1.54997
H 2.01588 0.15287 0.23469
H 1.09641 -1.82740 -1.12019
H -1.87761 0.06520 -1.43388
```

## Properties
2S+1	1
charge	0
frontier orbital gap	0.3590	hartree
E_HOMO	-8.740	eV

Which charges does Mulliken predict for the atoms? In e, they are: C -1.416; C 0.100; C -0.043; C -1.249; C -0.307; C 0.247; N -0.761; H 0.356; H 0.347; H 0.328; H 0.400; H 0.384; H 0.404; H 0.329; H 0.427; H 0.454

=====

B is the most stable structure; the next one sits 34.5 kcal/mol above it.

=====

A | DFT (ωB97M-V/def2-TZVPD) results for C6H9N in the gas phase.

Structure (XYZ):
```
16
C6H9N, DFT ωB97M-V/def2-TZVPD
C 2.81809 0.66477 2.12699
C 1.81615 0.20508 1.12366
C 1.00726 -0.29176 0.36016
C 0.01136 -0.74168 -0.67129
C -1.38530 -0.19910 -0.47250
C -2.03349 0.46879 -1.58632
N -2.30342 -0.95433 -1.37195
H 2.73015 1.72613 2.39787
H 3.85020 0.51697 1.78177
H 2.71902 0.09513 3.05979
H -0.51396 -1.74158 -0.86303
H 0.42653 -0.42292 -1.64015
H -1.68610 -0.08611 0.56271
H -1.40374 0.67675 -2.44700
H -2.80921 1.18210 -1.35461
H -3.24353 -1.09825 -1.00611
```

## Properties
2S+1	1
charge	0
frontier orbital gap	0.3796	hartree
E_HOMO	-9.276	eV
SMILES	CC#CC[C@H]1CN1

Which charges does Mulliken predict for the atoms? In e, they are: C -1.201; C 0.896; C -0.393; C -0.822; C 0.106; C -0.420; N -0.592; H 0.291; H 0.296; H 0.271; H 0.261; H 0.237; H 0.369; H 0.210; H 0.281; H 0.210

=====

B | DFT (ωB97M-V/def2-TZVPD) results for 2 unconnected molecules or ions with the total composition C6H9N.

Structure (XYZ):
```
16
C6H9N, DFT ωB97M-V/def2-TZVPD
C 1.91243 -0.33873 0.90919
C 1.29247 0.51943 -0.15130
C 0.19992 0.10963 -1.06767
C -1.64977 -0.74833 -0.83131
C 0.05053 1.22220 0.03102
C -0.80755 1.00791 1.19480
N -1.41609 0.84618 2.16550
H 1.17411 -0.86378 1.53999
H 2.59279 -1.08263 0.48186
H 2.50631 0.28167 1.59202
H -0.03711 -0.94621 -0.78731
H 0.09371 0.33798 -2.12122
H -1.71243 -1.45209 -1.66212
H -1.81471 -1.21211 0.14044
H -2.26942 0.12926 -0.98665
H -0.11520 2.18962 -0.44724
```

## Properties
2S+1	1
charge	0
frontier orbital gap (alpha / beta)	0.2730 / 0.2839	hartree
E_HOMO (alpha / beta)	-7.412 / -7.598	eV

Which charges does Mulliken predict for the atoms? In e, they are: C -1.193; C 0.339; C -0.421; C -1.315; C -0.255; C 0.064; N -0.465; H 0.367; H 0.314; H 0.330; H 0.252; H 0.410; H 0.422; H 0.390; H 0.413; H 0.347

=====

A is the most stable structure; the next one sits 58.4 kcal/mol above it.